Record 1
C42H57F3IrN3O3S | ωB97M-V/def2-TZVPD

CARTESIAN COORDINATES (ANGSTROEM)
Ir -0.4029 0.6808 -0.0353
S -3.4897 1.0921 -0.8188
F -3.8705 2.4017 -3.0813
F -2.8228 0.5261 -3.3223
F -4.9452 0.5295 -2.9302
O -2.3726 2.0284 -0.6060
O -3.0438 -0.2655 -0.5988
O -4.7389 1.5075 -0.2600
N 0.5437 -1.1636 -0.7291
N 1.3804 -0.2818 -6.5407
N -0.2257 1.5953 -2.4726
C 0.8252 -1.9820 4.0572
C 1.0597 1.0591 1.6488
C 0.2895 0.8673 -3.4581
C -0.2459 -4.9225 -0.1626
C 0.0970 2.1291 1.5581
C 1.9987 3.5201 0.6656
C 4.6295 1.3354 -1.6887
C -0.2200 -2.4336 -0.5862
C -1.1201 -4.7538 1.0780
C -2.3049 2.3216 2.9873
C -2.8540 3.5352 2.2399
C -0.2579 4.3338 0.2591
C 3.4600 -2.7047 -4.4602
C 0.9109 0.4228 -5.7646
C 0.6509 -3.6901 -0.3455
C 2.0477 -1.9968 -2.5211
C -0.7690 2.7692 -2.8091
C -0.2149 2.5252 -5.1178
C -1.0774 -2.2886 0.6834
C -1.1343 -5.0993 -1.3981
C 3.9947 -0.6991 -3.0289
C 3.7117 0.1832 -1.9898
C -1.1609 -2.6296 -1.7950
C -2.8930 -3.6774 -0.3201
C 2.4373 -0.1135 4.2386
C -2.0404 2.7362 4.4492
C 3.1674 -1.7860 -3.3069
C -3.8004 1.1406 -2.6399
C -3.4281 1.2643 3.0152
C -1.9812 -3.5054 0.8968
C -0.7772 3.2702 -4.1027
C -2.0321 -3.8715 -1.5705
C 0.6858 4.3145 2.5993
C 1.7135 -1.1193 -1.4617
C 2.5754 -0.0268 -1.2315
C 0.5864 3.5554 1.2695
C -0.6462 0.4481 2.9979
C 1.5675 -0.9175 3.2476
C 0.6396 0.0786 2.5986
C 2.4929 -1.5643 2.2131
C -1.0228 1.6828 2.4491
C 0.3207 1.2877 -4.7830
H 2.0120 2.9039 -0.2392
H -2.5871 -3.3323 1.7902
H -1.2528 3.3087 -2.0115
H 1.8214 0.3361 5.0187
H 4.3686 -2.4058 -4.9805
H -3.7850 3.8379 2.7235
H 2.7468 3.1446 1.3649
H 3.5882 -3.7326 -4.1169
H -0.5162 -5.2422 -2.2914
H -2.1854 4.3941 2.2791
H 0.6868 -0.0994 -3.2094
H -1.7458 -5.9994 -1.2859
H 5.2218 1.6053 -2.5622
H 3.0243 -2.4102 2.6538
H -3.2140 0.4568 3.7148
H 0.2171 -1.5200 4.8367
H 0.3991 -5.7981 -0.0473
H 1.2111 5.2601 2.4448
H 3.1720 -0.7701 4.7117
H -0.1997 2.8738 -6.1413
H -2.9629 3.1243 4.8874
H -3.5457 -4.5444 -0.1788
H 0.0114 4.0010 -0.7390
H -1.7875 -1.7441 -1.9014
H 2.9749 0.6849 3.7245
H -3.6057 0.8319 2.0313
H -1.2362 4.2284 -4.2983
H 0.1710 -2.6062 3.4508
H 2.6466 -2.6884 -5.1859
H -2.6765 -4.0035 -2.4436
H -0.0225 5.3995 0.3231
H 1.5483 -2.6356 4.5492
H 1.3847 -2.7962 -2.7974
H 1.3515 -3.8998 -1.1454
H -0.4912 -4.6555 1.9690
H -1.7174 1.8791 5.0413
H -1.3252 4.2046 0.3829
H -0.2915 4.5440 3.0201
H 1.9445 -1.9183 1.3409
H 4.0725 2.2155 -1.3668
H -4.3562 1.7369 3.3414
H -3.0786 3.3018 1.2025
H 5.3227 1.0758 -0.8859
H -1.6954 -1.3946 0.6284
H -1.7502 -5.6370 1.2195
H -1.2758 3.5082 4.5325
H 2.2887 4.5327 0.3788
H 2.3156 0.6612 -0.4459
H -1.2640 -0.1208 3.6747
H -3.5276 -2.7975 -0.4385
H 2.0892 1.1449 1.3500
H 1.2479 -3.5332 0.5574
H -0.5960 -2.7455 -2.7212
H 1.2435 3.7307 3.3355
H 4.8698 -0.5296 -3.6463
H 3.2430 -0.8531 1.8600
H -0.3962 -2.1620 1.5252

Forces on atoms 1 to 6 (eV/Å):
-0.18 0.30 0.19
0.07 0.30 -0.10
-0.03 0.07 0.01
0.06 -0.04 -0.01
-0.03 -0.03 0.01
0.00 -0.07 -0.04

Values from the calculation:
spin multiplicity = 5
largest force on an atom = 0.56 eV Å⁻¹
relative energy (zero: lowest compared OMol25 entry of this formula, charge and spin) = 0.000 eV
E_LUMO (alpha / beta) = -0.052 / -2.245 eV
frontier orbital gap (alpha / beta) = 6.86 / 6.04 eV
highest occupied orbital energy (alpha / beta) = -0.2539 / -0.3045 hartree

Record 2
C29H54BrF9NO9S | ωB97M-V/def2-TZVPD

CARTESIAN COORDINATES (ANGSTROEM)
Br -0.2519 2.8606 3.1625
S 1.0005 -3.1559 -2.5908
F 0.8722 -0.8003 -4.8445
F -1.4890 -2.1243 -3.1441
F 2.3561 -2.2320 -2.8563
F -0.3146 -4.1295 -2.1413
F -0.9910 0.1796 -3.9788
F -0.3763 -1.2229 -1.3733
F 1.9990 -4.4809 -2.4082
F 1.2228 -2.8636 -0.9326
F 0.8206 -3.5880 -4.1809
O 2.6227 2.8584 -4.9376
O 5.2217 -6.6623 0.9397
O -2.9754 1.7770 5.7715
O -3.3801 -0.0329 2.7208
O 1.6023 4.2354 -0.0171
O 2.4322 2.3432 1.0182
O -3.6731 -2.9686 2.9045
O -1.5584 -2.1315 1.3141
O -2.6394 5.1299 -2.3881
N -2.8228 1.2684 -0.0919
C -3.3860 1.4017 2.4460
C -0.0607 2.3988 0.1251
C -2.2400 0.9994 6.7175
C 0.3669 2.0171 -2.5800
C -0.1839 -1.7242 -2.7060
C -0.9674 2.2616 1.4184
C -2.3718 1.6489 1.2257
C -0.2834 -2.1847 2.0132
C -0.5892 1.9196 -1.2769
C 0.2486 -0.4852 -3.6131
C -0.4969 6.1860 -2.6128
C -3.3192 -3.8971 1.8565
C 5.0168 -7.2723 -0.3329
C 3.9459 3.3847 -5.0568
C -4.3855 -0.7168 1.9367
C 4.1140 4.0238 -6.4257
C -0.5202 -2.8362 3.4628
C -4.8047 -2.1538 2.5582
C -1.7195 6.2169 -0.4471
C -1.8575 6.2421 -1.9524
C -3.1465 -0.0693 7.3065
C 1.1336 0.6367 -2.8831
C 3.6434 -6.8897 -0.8618
C -2.0394 -3.4572 0.9735
C -2.0301 1.3739 -1.3000
C -1.6844 1.9123 7.7991
C 4.9554 2.2685 -4.8392
C 6.1184 -6.8358 -1.2859
C 1.3872 3.0424 0.3610
H -2.6072 -0.6931 8.0234
H 5.9986 -7.3010 -2.2678
H 5.1128 4.4514 -6.5417
H 7.0998 -7.1068 -0.8879
H -4.0049 0.3831 7.8136
H -2.5338 1.0304 -2.2605
H 0.0937 -1.1018 2.1436
H -1.1552 -4.1836 1.1466
H -5.3241 -0.0878 1.7578
H -2.1798 4.3224 -2.1220
H 2.8625 -7.1992 -0.1617
H -1.3714 -2.3010 4.0161
H -1.1012 1.3478 8.5306
H 4.8243 1.4735 -5.5805
H -3.7701 0.8647 -0.1704
H -3.0198 -4.8816 2.3847
H -0.1581 2.4893 -3.4773
H 0.5088 -2.7406 1.4028
H 0.1245 7.0327 -2.3108
H -1.4155 0.5250 6.1775
H -2.2527 -3.5092 -0.1563
H 5.1806 -5.7042 0.8205
H 2.0285 0.9057 -3.5636
H -1.0439 2.6825 7.3602
H 5.0656 -8.3547 -0.1862
H 3.4494 -7.3567 -1.8309
H -4.4326 1.8158 2.2603
H -2.7041 6.2393 0.0286
H -1.2271 5.2957 -0.1169
H 6.1171 -5.7481 -1.4121
H -3.5475 -0.7105 6.5168
H 2.5083 2.1854 -5.6230
H -2.3876 7.1485 -2.2569
H -2.8869 1.8758 3.3745
H -2.4920 2.4332 8.3231
H 2.3595 2.6279 1.9689
H -3.9310 -0.9531 0.9043
H 3.3751 4.8160 -6.5730
H -4.1681 -4.1645 1.1420
H 1.1850 2.7765 -2.2742
H 0.0220 5.2582 -2.3483
H 4.8157 1.8103 -3.8557
H -0.5936 6.1956 -3.7019
H 5.9793 2.6435 -4.9077
H 1.6025 0.2247 -1.9140
H 0.4349 -2.7753 4.1105
H 3.5563 -5.8043 -0.9732
H -5.4416 -1.9530 3.5013
H 4.0648 4.1444 -4.2794
H -1.1381 7.0692 -0.0869
H -3.7077 2.2011 6.2388
H -5.5174 -2.6355 1.7950
H -0.7324 -3.9658 3.3485
H 3.9538 3.2895 -7.2218

Forces on atoms 1 to 6 (eV/Å):
-1.03 -0.75 -1.97
1.52 -4.11 2.16
-1.46 -0.12 2.56
3.53 0.44 1.02
-2.39 -1.06 -0.18
2.24 1.51 -1.02

Values from the calculation:
total charge = +1
largest force on an atom = 5.86 eV Å⁻¹
E_LUMO = -4.837 eV
frontier orbital gap = 6.70 eV
highest occupied orbital energy = -0.4239 hartree

Record 3
C3H8O5 | ωB97M-V/def2-TZVPD

CARTESIAN COORDINATES (ANGSTROEM)
O 1.4142 -0.6960 0.0289
O -0.6800 0.8789 -0.7299
O 1.8904 0.6381 0.2406
O 0.3726 -0.4100 -2.2148
O -1.2926 0.9359 -2.8699
C -0.3370 0.1298 2.0925
C -0.4996 0.4638 -1.8927
C -0.1649 -0.9591 1.1108
H 1.0774 -0.6742 -1.1176
H 0.6238 0.5789 2.3507
H -1.0519 0.8785 1.7527
H 1.1047 1.1596 -0.0445
H -0.7395 -0.3245 3.0074
H -1.0165 -1.2266 0.4995
H -1.0871 0.4488 -3.6813
H 0.3861 -1.8219 1.4676

Forces on atoms 1 to 6 (eV/Å):
-1.82 0.52 0.52
0.02 0.39 -0.99
-0.29 -0.51 -0.05
0.82 -0.38 0.30
0.01 -0.18 -0.15
-0.07 0.29 -0.23

Values from the calculation:
largest force on an atom = 2.26 eV Å⁻¹
relative energy (zero: lowest compared OMol25 entry of this formula, charge and spin) = 1.876 eV
E_LUMO = -0.074 eV
frontier orbital gap = 10.04 eV
highest occupied orbital energy = -0.3715 hartree

Record 4
CH4FN2O | ωB97M-V/def2-TZVPD

CARTESIAN COORDINATES (ANGSTROEM)
F 1.7508 -1.5746 0.8844
O -0.6674 1.8939 -0.7290
N 0.3174 1.1083 -0.9518
N -0.1191 -0.4397 0.1037
C 0.4746 -1.3353 0.8508
H -0.0100 -2.0682 1.4697
H 0.0097 0.6689 -1.8278
H -0.6524 2.4138 0.1280
H -1.1037 -0.6671 0.0721

Forces on atoms 1 to 6 (eV/Å):
-0.30 1.16 -0.29
-1.54 0.75 0.63
0.37 -0.41 1.23
1.50 -1.95 0.97
0.05 0.98 -1.77
-0.85 -0.05 0.19

Values from the calculation:
total charge = +1
largest force on an atom = 2.64 eV Å⁻¹
relative energy (zero: lowest compared OMol25 entry of this formula, charge and spin) = 2.926 eV
E_LUMO = -5.971 eV
frontier orbital gap = 10.65 eV
highest occupied orbital energy = -0.6107 hartree

Record 5
C3H5N3 | ωB97M-V/def2-TZVPD

CARTESIAN COORDINATES (ANGSTROEM)
N 0.5087 1.5123 0.3357
N -1.6334 1.5870 -0.1350
N 0.7360 -1.2895 -0.1799
C 1.7381 -0.5502 -0.1975
C -0.5705 0.8359 0.0390
C -0.5545 -0.7057 0.0701
H -1.2677 -1.0615 -0.6820
H -0.8985 -1.0565 1.0500
H 2.7568 -0.9014 -0.3639
H -2.4651 1.0398 0.0905
H 1.6501 0.5898 -0.0271

Forces on atoms 1 to 6 (eV/Å):
-0.66 0.16 -0.15
-0.63 0.25 0.02
0.13 -0.18 -0.04
0.26 0.35 -0.04
1.16 -0.25 0.48
-0.17 0.34 -0.03

Values from the calculation:
largest force on an atom = 1.28 eV Å⁻¹
relative energy (zero: lowest compared OMol25 entry of this formula, charge and spin) = 5.132 eV
E_LUMO (alpha / beta) = -1.784 / -1.074 eV
frontier orbital gap (alpha / beta) = 7.17 / 8.72 eV
highest occupied orbital energy (alpha / beta) = -0.3290 / -0.3598 hartree

Record 6
C4H5NOS | ωB97M-V/def2-TZVPD

CARTESIAN COORDINATES (ANGSTROEM)
S 2.0669 -1.6906 -1.7374
O 2.9875 -2.1464 -0.6503
N 0.2556 -0.6750 0.0349
C 0.7622 -0.7344 -1.2269
C -0.4568 0.4240 0.6960
C -1.6195 1.2131 0.4172
C 0.5531 -0.0125 1.3499
H -2.1608 0.5635 -0.3841
H 1.3133 -0.0948 2.0647
H 0.0057 -0.4158 -1.8898
H -1.4327 2.1693 -0.0355
H -2.2745 1.3998 1.3614

Forces on atoms 1 to 6 (eV/Å):
-0.80 1.10 0.10
-0.68 0.32 -0.04
-0.37 -0.08 0.76
1.46 -1.35 1.44
1.31 -0.26 0.45
-2.96 -0.98 -0.12

Values from the calculation:
largest force on an atom = 3.13 eV Å⁻¹
relative energy (zero: lowest compared OMol25 entry of this formula, charge and spin) = 5.452 eV
E_LUMO = 0.314 eV
frontier orbital gap = 7.77 eV
highest occupied orbital energy = -0.2739 hartree

no.,DFT total energy (Ha)
1,-2826.652048
2,-5739.692925
3,-495.173822
4,-324.693519
5,-281.401466
6,-683.407577